Entry from OMol25: a 40-piece molecular cluster, H80O40 overall in a non-equilibrium geometry (ωB97M-V/def2-TZVPD).

Structure (XYZ):
```
120
Properties=species:S:1:pos:R:3:forces:R:3:mulliken_charge:R:1
H -4.606 -0.956 -0.903 -0.85 3.47 -0.83 0.2694
H -5.009 0.711 -0.735 0.37 -2.30 -0.60 0.2775
O -4.799 -0.032 -1.389 0.12 -1.82 2.68 -0.7247
H 3.232 -6.019 -1.557 0.77 1.40 -8.41 0.3094
H 3.326 -5.332 -0.332 -0.14 0.56 0.70 0.2965
O 3.201 -6.194 -0.724 -0.49 -1.81 7.48 -0.6403
H -2.776 5.443 3.205 -1.52 0.14 0.16 0.2980
H -1.728 4.637 2.432 -0.29 1.66 1.62 0.3217
O -1.847 5.389 3.110 1.75 -1.84 -1.84 -0.6322
H 3.067 -2.230 -4.159 -1.19 0.33 1.62 0.3469
H 2.134 -2.193 -2.658 1.15 0.34 -4.52 0.2449
O 2.178 -2.042 -3.732 -0.23 -0.77 3.37 -0.5599
H -2.539 0.356 6.261 -0.17 0.57 0.27 0.2689
H -2.163 -1.118 6.051 -1.70 2.35 -1.72 0.3206
O -2.665 -0.314 5.593 1.82 -2.85 1.61 -0.6157
H -4.728 -3.651 3.509 -1.91 -2.42 -0.89 0.3001
O -4.314 -2.896 3.817 -4.30 2.59 4.24 -0.5678
H 3.778 4.247 1.395 -0.49 -2.03 -1.40 0.3106
O 3.585 3.530 0.700 -0.32 2.79 -0.82 -0.5670
H -0.061 3.190 -2.746 0.72 -1.82 -1.30 0.2164
H -0.566 4.295 -2.154 0.90 0.01 1.56 0.2469
O -0.008 3.522 -1.860 -1.70 1.83 -0.38 -0.4595
H 1.450 1.091 6.624 -1.60 1.62 -2.82 0.3080
H 0.404 1.095 5.324 1.40 0.50 0.99 0.3146
O 1.045 1.663 5.838 0.37 -2.26 1.78 -0.6130
H -2.168 -0.951 0.215 1.22 -1.39 -0.79 -0.1640
H -1.302 -1.909 -0.833 -0.77 0.66 0.30 0.0873
O -1.635 -1.786 0.078 -0.35 0.72 -0.08 0.4999
H -4.904 1.047 -3.670 -0.08 -0.62 -0.64 0.2554
H -4.417 1.600 -2.430 -0.08 0.44 1.24 0.2289
O -4.120 1.445 -3.298 0.33 -0.74 -2.44 -0.5760
H -5.508 3.067 1.922 0.90 -0.30 -0.46 0.2935
O -5.757 3.405 1.065 -2.80 0.90 1.24 -0.5961
H 5.925 0.818 3.024 0.61 -0.03 0.28 0.2362
H 4.622 1.370 2.660 -1.69 2.70 0.34 0.1566
O 5.100 0.590 2.609 0.87 -2.33 0.70 -0.4838
H 0.861 0.813 2.175 -7.01 6.10 7.43 0.0112
H 1.002 0.562 0.675 1.09 -0.42 2.80 0.3520
O 1.334 0.370 1.665 5.74 -5.36 -8.96 -0.1719
H 1.428 -0.678 -0.664 -0.23 4.34 -0.95 0.0852
H 2.422 0.395 -0.519 2.21 0.23 1.32 0.5173
O 1.537 0.414 -0.823 -3.04 -5.02 -1.07 -0.7731
H 3.033 -1.244 3.173 -1.01 -2.42 -0.21 0.2546
H 3.854 -2.473 2.827 -2.45 -0.03 0.75 0.3686
O 2.877 -2.261 3.083 3.49 2.46 -0.61 -0.6114
H 6.751 1.522 0.242 -0.80 -0.62 -0.22 0.2612
H 6.576 -0.001 0.575 -1.86 2.38 -1.11 0.3229
O 6.047 0.829 0.199 3.95 -1.35 0.62 -0.5322
H -3.333 -2.171 -3.619 12.94 -5.86 -0.41 0.2495
H -4.232 -1.128 -2.855 1.29 -0.69 -0.62 0.4490
O -4.040 -1.797 -3.536 -14.48 6.32 0.89 -0.6007
H -5.383 0.052 2.829 -0.65 0.67 0.10 0.2576
O -4.731 -0.186 2.173 -1.37 -1.32 0.33 -0.5026
H -1.481 1.958 -4.860 -2.60 -1.51 -0.70 0.2463
H -0.036 1.674 -4.666 1.12 -1.52 -0.18 0.2862
O -0.692 2.328 -4.598 1.57 3.36 1.07 -0.5866
H 5.535 -1.257 2.013 -4.66 5.22 0.18 0.1943
O 6.099 -1.917 1.967 3.76 -7.12 -2.57 -0.6688
H 2.361 1.970 -1.414 -1.31 -3.40 3.83 0.2279
H 3.543 3.003 -2.002 1.73 -0.03 1.37 0.2559
O 2.733 2.560 -1.949 -0.23 3.68 -5.58 -0.4072
H -1.164 -3.360 1.099 0.75 2.32 -2.80 0.1260
H -1.223 -3.427 2.520 0.71 1.64 2.76 0.3202
O -1.455 -3.892 1.773 -1.25 -3.92 0.29 -0.6491
H -1.575 -6.106 -1.232 -4.25 1.90 -1.25 0.3493
H -3.163 -5.649 -2.025 1.54 -0.64 0.28 0.2744
O -2.548 -5.582 -1.266 2.74 -1.21 0.91 -0.6318
H 0.211 -2.700 -2.503 2.43 2.86 0.41 0.0152
H -0.115 -4.069 -2.389 -0.64 -0.62 -0.57 0.5169
O -0.446 -3.253 -2.790 -2.21 -2.06 -0.19 -0.4608
H 2.381 -2.773 0.646 0.77 1.95 0.91 0.1179
H 1.302 -3.738 1.019 -1.45 -0.16 1.50 0.2092
O 2.026 -3.605 0.452 0.57 -1.84 -2.31 -0.2706
H -2.457 0.479 -3.390 -3.91 3.89 2.37 0.2822
H -2.318 -0.328 -4.655 0.00 0.15 0.97 0.2976
O -1.942 -0.114 -3.779 4.38 -4.28 -3.48 -0.5136
H -3.366 1.904 1.764 1.42 0.55 -0.95 0.0265
H -2.354 2.225 0.532 0.22 -0.79 -1.52 0.4074
O -2.510 2.322 1.461 -1.84 0.18 3.12 -0.4436
H -1.126 2.397 -1.123 0.73 -0.14 -0.04 0.3680
H -2.478 1.777 -1.421 1.75 -0.76 1.16 0.1580
O -1.656 1.623 -0.837 -2.45 0.67 -1.74 -0.6344
H -2.494 -0.016 2.316 -0.15 -0.21 0.78 0.1097
H -3.032 -0.796 3.619 0.66 0.68 -0.86 0.3347
O -2.571 -0.874 2.758 1.39 -1.00 0.58 -0.5131
H -1.338 2.343 2.881 -3.62 0.89 -2.70 0.1138
H -1.056 1.932 4.406 -2.17 -0.20 2.89 0.1442
O -0.808 2.101 3.558 5.87 -0.76 -0.23 -0.0754
H 2.847 3.276 -4.305 -0.06 -0.15 -1.32 0.3458
O 2.627 2.610 -5.005 0.72 1.62 0.86 -0.6333
H 0.027 6.428 -0.882 0.97 0.39 2.08 0.2959
H 0.840 6.493 -2.306 -0.35 -0.01 1.28 0.3084
O 0.020 6.352 -1.801 -0.76 -0.23 -3.37 -0.5998
H -4.640 -1.148 2.459 0.42 1.27 -0.95 0.3279
H -3.568 -2.962 3.378 6.21 -0.02 -3.54 0.2396
H 5.785 -2.550 1.206 0.75 1.94 2.16 0.3829
H 2.855 3.979 0.177 1.20 -1.07 0.69 0.2761
H -5.218 3.329 0.317 1.98 -0.53 -0.85 0.2957
H 2.328 1.993 -4.360 -0.66 -1.59 0.60 0.2751
O -4.201 3.481 -2.225 2.88 -1.84 3.66 -0.4182
H -4.983 3.843 -2.434 -4.09 2.40 -1.50 0.2442
H -3.479 3.916 -2.610 1.12 1.09 -1.02 0.1759
O 0.349 -5.740 -1.613 3.48 -3.92 -2.46 -0.7425
H 1.369 -6.130 -1.662 -4.01 1.10 0.37 0.3025
H 0.512 -5.069 -1.025 0.45 2.65 2.79 0.2877
O -4.114 -3.772 1.045 -9.01 -1.54 2.58 -0.5098
H -3.313 -3.607 0.763 6.28 0.78 -3.20 0.2759
H -4.838 -4.109 0.439 2.46 0.73 0.63 0.2522
O 3.768 0.106 0.318 -0.13 1.18 0.40 -0.1070
H 4.174 0.517 -0.504 0.03 -0.14 2.28 0.3197
H 3.814 0.737 1.158 0.06 -1.87 -3.45 -0.1944
O 4.161 -1.086 -4.971 1.84 -2.15 -0.41 -0.6325
H 3.581 -0.390 -5.070 -2.58 2.17 -0.53 0.3045
H 4.903 -0.633 -4.610 1.35 0.19 0.48 0.2890
O 2.912 3.458 2.943 0.52 2.15 2.55 -0.5801
H 2.268 2.776 2.834 -1.02 -0.56 0.06 0.3180
H 2.624 4.083 3.670 0.11 -1.60 -1.05 0.2563
O 4.601 -2.663 -0.998 -0.05 -6.08 -1.40 -0.5297
H 5.437 -2.660 -1.408 1.34 0.63 -0.60 0.2380
H 4.333 -1.902 -0.656 -1.22 5.60 2.16 0.2639
```
Forces are in eV/Å.

2S+1: 1
Kohn-Sham gap: 9.66 eV
Energy above the lowest of the compared OMol25 structures with the same formula, charge and spin: 1764.1 kJ/mol
DFT total energy: -83187.53133 eV
Total charge: 0

Entry from OMol25: a 40-piece molecular cluster, H80O40 overall in a non-equilibrium geometry (ωB97M-V/def2-TZVPD).

Structure (XYZ):
```
120
Properties=species:S:1:pos:R:3:forces:R:3:mulliken_charge:R:1
H -1.434 0.401 5.127 1.10 0.58 0.43 0.2271
H -2.606 0.680 5.716 -0.17 1.20 1.09 0.2979
O -1.690 0.996 5.872 -0.79 -1.84 -1.68 -0.6020
H 2.152 -1.306 -4.823 -1.11 -0.27 0.12 0.2698
H 2.295 -2.681 -4.294 -1.26 0.05 0.40 0.2473
O 1.576 -2.022 -4.464 2.83 0.84 -0.88 -0.5444
H 1.882 -1.410 0.478 0.11 -0.25 -0.80 0.0573
H 3.180 -1.868 0.799 1.32 -0.23 0.30 0.1617
O 2.568 -2.007 0.089 -1.17 0.63 0.10 -0.2341
H -4.691 3.035 -3.233 -1.58 -0.50 -2.70 0.3003
H -3.642 2.463 -2.386 0.35 -0.55 -0.04 0.3721
O -4.248 3.195 -2.454 1.15 1.11 2.80 -0.6635
H -1.806 1.987 -0.341 -0.33 0.15 0.20 -0.0849
H -0.835 0.971 -0.817 0.33 -0.06 -0.20 -0.0116
O -1.478 1.600 -1.152 -0.68 0.73 0.15 0.1011
H 0.044 1.549 3.008 0.97 -0.23 0.07 0.0340
O 0.203 2.333 2.456 -1.85 -0.61 0.73 -0.6118
H -3.955 -1.870 -2.106 0.61 0.26 -0.06 0.2327
O -4.521 -1.264 -1.637 -1.14 0.44 0.64 -0.6752
H 2.595 -3.742 -1.989 0.58 -0.13 1.58 0.3541
H 3.330 -4.423 -3.216 0.50 -0.40 0.49 0.2324
O 2.605 -3.887 -2.915 -0.56 0.18 -2.13 -0.6289
H 0.060 -1.855 3.243 -0.48 -0.10 0.30 0.3469
H -1.476 -1.714 3.604 0.18 -0.17 -0.04 0.1205
O -0.585 -1.606 3.945 -0.20 0.01 0.23 -0.6093
H -2.714 -2.120 0.774 -0.15 -0.54 0.44 0.0921
H -3.280 -2.187 2.286 0.05 -0.90 -0.54 0.2880
O -3.220 -1.680 1.477 0.23 1.27 -0.03 -0.2494
H 0.709 5.415 -3.606 0.01 0.09 -0.16 0.2810
H 1.829 5.073 -2.628 0.17 -0.27 -0.17 0.3583
O 0.941 5.448 -2.677 -0.12 0.31 0.35 -0.6434
H 4.205 -0.327 3.089 0.48 -0.70 -0.23 0.3620
O 3.683 -0.794 3.764 0.81 1.07 -0.48 -0.6973
H -0.353 -3.402 -3.584 -0.51 0.05 0.18 0.2018
H -0.092 -2.287 -4.503 -1.26 -0.24 0.55 0.3947
O -0.836 -2.640 -3.943 1.07 -0.74 0.57 -0.5635
H 3.770 2.618 2.256 -0.59 -0.16 0.58 0.2247
H 2.686 2.061 3.220 0.19 0.22 -0.30 0.2818
O 3.280 1.801 2.498 0.10 -0.21 0.33 -0.6407
H 2.332 3.286 1.005 -0.67 0.39 0.38 -0.1749
H 1.759 3.252 -0.503 -0.34 0.04 0.30 -0.1994
O 2.454 2.976 0.113 0.51 -0.90 -1.54 0.4857
H -0.034 0.514 -3.943 -0.27 0.12 -0.11 0.3161
H -1.220 1.357 -4.549 0.59 -0.82 -0.37 0.3464
O -0.507 0.719 -4.766 0.87 1.80 1.03 -0.7146
H -4.137 -4.459 2.277 -0.07 -0.24 -0.68 0.3122
H -4.857 -3.720 1.045 0.43 -0.42 -0.06 0.2937
O -4.707 -3.743 1.990 -0.72 0.15 1.17 -0.6469
H -0.679 -1.505 -1.309 0.35 -0.78 -1.29 0.2629
H -0.888 -0.851 -0.061 -0.54 0.47 -0.01 -0.2920
O -1.319 -0.922 -0.924 0.16 -0.67 0.85 -0.0861
H 0.692 0.302 1.128 0.15 0.36 1.46 -1.0316
O 0.927 0.490 0.242 0.36 -0.35 -2.15 3.2012
H -5.164 -1.776 2.462 -0.62 0.44 0.16 0.2908
H -5.759 -1.010 1.363 -0.07 0.23 -0.29 0.3133
O -5.708 -0.975 2.321 0.13 -0.53 0.19 -0.6002
H -3.199 -3.925 -0.793 0.60 -0.23 -0.04 0.2687
O -2.571 -3.798 -0.069 -0.17 0.09 0.20 -0.5220
H 1.471 -0.512 3.054 0.33 -0.87 -0.46 -0.0625
H 2.292 -1.759 2.722 0.62 0.24 0.42 0.0810
O 1.497 -1.306 2.455 -1.19 1.33 -0.08 0.2757
H 0.098 5.052 -0.596 0.32 0.13 -2.40 0.2660
H -1.102 4.282 0.102 -0.09 -0.08 -0.75 0.2096
O -0.344 4.852 0.194 -0.50 0.05 2.35 -0.5870
H 0.804 4.047 2.213 -0.31 0.09 -0.11 0.3660
H 1.012 5.425 1.548 -0.78 0.35 -0.91 0.3549
O 1.214 4.910 2.305 1.48 -0.26 1.58 -0.6207
H -2.098 1.182 -2.985 -0.06 -0.92 1.81 0.2573
H -3.397 0.085 -3.117 0.48 -0.12 0.85 0.3632
O -2.870 0.830 -3.413 -0.98 1.16 -2.15 -0.6946
H 0.844 2.068 -2.827 0.17 -0.26 -0.21 -0.0397
H -0.087 3.271 -2.564 0.47 -0.29 0.35 0.1624
O 0.622 2.730 -2.174 0.15 0.52 -0.16 -0.0464
H 1.904 0.027 -1.532 0.10 -0.07 -0.06 -0.0215
H 2.756 -0.681 -2.590 -0.03 -0.09 0.11 0.2155
O 2.351 0.167 -2.380 -0.18 0.33 -0.03 -0.4384
H -4.748 2.545 3.470 0.43 -0.82 0.16 0.2545
H -4.661 1.162 4.146 -0.12 0.24 -0.32 0.2894
O -4.112 1.899 3.848 -0.30 0.37 0.05 -0.5509
H 0.919 -4.258 -1.355 -0.30 0.55 -0.33 0.2195
H 1.530 -3.560 -0.048 0.20 1.55 0.21 0.5875
O 1.344 -4.358 -0.512 -0.18 -2.35 0.25 -0.8432
H 1.094 -0.763 5.038 -0.01 -0.74 0.12 0.3461
H 0.665 0.627 5.138 -0.21 0.69 0.30 0.1772
O 1.429 0.116 4.873 -0.01 0.50 -0.14 -0.6566
H 4.373 -4.100 2.254 0.25 0.05 0.09 0.2953
H 3.683 -5.265 1.579 0.16 -0.04 -0.20 0.3064
O 4.516 -4.776 1.584 -0.38 0.05 0.05 -0.6043
H -0.480 -0.794 -5.708 -2.01 -0.35 -0.26 0.1876
O -1.361 -1.220 -5.869 1.18 -0.39 -2.16 -0.7871
H -2.907 -1.625 -3.970 -0.24 -0.61 -0.12 0.2834
H -3.604 -0.882 -5.069 -0.46 0.09 -0.29 0.4170
O -3.773 -1.560 -4.408 0.30 -0.07 0.42 -0.6117
H 1.618 1.178 0.210 -0.21 0.33 0.59 -0.4547
H -0.772 2.494 2.455 0.69 0.67 -0.66 0.2080
H -1.780 -4.335 -0.175 -0.16 -0.14 -0.45 0.2307
H -4.052 -0.557 -1.171 0.53 -0.66 -0.22 0.2952
H 3.255 0.038 4.031 -0.42 -0.64 0.79 0.2373
H -1.916 -1.043 -5.120 0.68 0.35 0.20 0.4235
O 5.677 -2.105 -1.558 0.02 -1.09 -3.00 -0.6315
H 6.045 -1.302 -1.245 -0.15 0.39 1.71 0.2765
H 5.193 -2.782 -1.101 0.08 0.67 1.35 0.2940
O -1.654 0.294 1.878 -0.49 0.11 0.68 0.3968
H -1.035 -0.413 1.700 0.32 -0.16 0.16 -0.5353
H -2.434 -0.261 2.154 0.46 0.91 -0.83 0.0568
O -6.265 2.261 1.854 -0.09 -1.27 -1.40 -0.6169
H -6.370 1.308 1.628 0.00 0.50 1.21 0.3028
H -6.078 2.520 0.938 0.09 0.90 0.26 0.3172
O 3.548 3.673 -2.864 0.17 0.06 0.32 -0.6665
H 3.215 2.819 -3.151 -0.17 -0.13 -0.14 0.2975
H 3.782 3.497 -1.941 -0.09 0.14 -0.04 0.3117
O 4.196 4.197 1.627 1.02 -0.43 1.92 -0.7401
H 4.785 3.664 1.102 0.33 0.40 -0.89 0.3405
H 3.680 4.798 1.119 -0.43 0.47 -0.86 0.3028
O 0.980 -3.857 2.800 -0.55 0.13 -0.24 -0.4772
H 1.903 -3.742 3.023 0.12 -0.52 0.14 0.1985
H 0.777 -4.788 2.688 0.37 -0.16 0.09 0.2520
O 5.304 1.101 0.174 0.37 -0.13 0.58 -0.6733
H 4.516 1.621 0.346 -0.48 -0.10 -0.27 0.2067
H 5.464 1.126 -0.767 -0.18 0.19 -0.39 0.2937
```
Forces are in eV/Å.

2S+1: 1
Kohn-Sham gap: 9.26 eV
Energy above the lowest of the compared OMol25 structures with the same formula, charge and spin: 856.9 kJ/mol
DFT total energy: -83196.93453 eV
Total charge: 0

Which of these has the highest DFT total energy?
number 1

Look up the total charge of the second one.
0

Which of these has the lowest Kohn-Sham gap?
number 2

Look up the total charge of the first one.
0